# 1
113
Properties=species:S:1:pos:R:3 method="wB97M-V/def2-TZVPD" multiplicity=1 energy_ev=-75340.2254 e_homo_ev=-7.7 largest_force_ev_per_a=3.35 homo_lumo_gap_ev=8.26
H 0.79055 4.62309 3.66266
H -3.71073 -1.12566 0.62253
H 8.63236 3.85399 2.78855
O -4.52127 -2.22691 2.48266
H 0.77536 1.85424 9.35074
C 4.24840 0.74203 5.22341
H -0.96453 1.52123 -1.06601
H -6.68157 -2.11219 4.05649
H -5.46204 -3.03128 -10.67653
H -2.76157 -0.87739 -9.34483
C -0.00868 3.65077 1.76471
H -0.53497 0.52834 -7.76735
C -1.69785 -0.62670 -0.93170
H 0.16461 -0.46981 -5.71281
H -0.91311 4.67270 6.18502
H 0.38285 -2.91704 -3.87856
H -5.33646 -4.08240 2.12578
H -3.05873 -2.90527 -9.17607
O 0.57924 -0.25701 -3.70850
C 1.10498 2.47595 8.51123
H -3.93047 -2.57744 3.15974
S -3.43001 -0.23071 -0.38699
N -1.32700 2.53676 6.47021
H 0.25948 4.05588 0.75733
H -1.60160 -0.72156 -2.03859
H -2.87813 3.91024 4.74535
H 0.29543 5.74897 2.30979
H 1.52844 -0.22417 -3.87423
H -1.28738 -0.22661 -10.04852
H -4.45556 -4.41481 -10.20990
H 8.36988 2.00464 1.11085
H 4.94057 1.00554 8.64298
H -1.75789 2.85629 3.73529
H -0.78243 1.74191 6.11425
H -0.03896 -5.65878 -11.11616
H -1.09378 3.35568 1.70069
H 3.04361 2.95210 9.34483
H -5.69795 -3.48385 4.54330
C 7.51166 2.37658 1.67203
C 2.38191 0.06919 2.97970
H -2.17718 5.03281 2.62334
C -6.36878 -3.11593 3.76217
H -6.36269 -4.11811 -8.60164
H -0.06164 -1.60955 -8.49121
O 1.62109 1.63042 7.48785
C -1.42273 5.03001 3.45813
C -5.48882 -3.46404 -8.56455
H 7.10320 3.36633 3.55012
H -2.47604 0.87824 -9.32493
H -2.02578 -0.13475 -7.07356
H 4.47992 2.47823 4.13837
H -1.57754 -4.93452 -11.61629
C 2.14115 2.54203 2.88633
H -2.29263 2.36112 6.18314
H 0.23805 2.99427 8.10739
O -3.65760 -2.55433 -9.85042
C -1.11139 -5.61275 -10.90077
O 6.64913 1.27648 1.92814
H 2.55060 3.55730 3.12636
N 4.19121 1.50982 4.00876
H -1.60869 -7.41634 -11.98634
H 6.98033 3.10410 1.04848
C 4.65231 1.32531 6.49189
H 2.38561 1.16178 7.84737
H -1.28801 -7.66819 -10.25794
C 3.89150 -0.69241 5.22103
C -0.72795 0.59127 -0.48818
C 4.27135 -0.91918 7.68556
C -1.73816 -6.99109 -10.98902
O -1.29434 -5.06467 -9.59885
H 8.48274 2.27902 3.59612
H 4.94973 2.39907 6.53963
H 0.10511 -2.97584 -5.63221
H -2.80537 -6.94096 -10.76317
C 0.55741 -2.39869 -4.82436
C 7.96310 3.01097 2.97462
S 3.39483 -1.33639 3.58018
H -1.31287 -0.21742 1.45898
C 3.89880 -1.52161 6.40609
C 1.13902 -0.13145 2.26422
H 1.77275 4.12991 9.73774
H -4.81025 -3.82875 -7.78889
H 4.25882 -1.51439 8.62650
H 5.88546 1.61149 2.41713
C -1.30782 -0.23877 -7.88823
C -5.66175 -3.07984 2.42121
H -1.74332 1.52626 1.32805
H 0.80626 -1.17995 2.06403
C 4.64193 0.48169 7.69979
C -4.78878 -3.41582 -9.90918
C -0.86790 3.69590 5.63511
C -0.01625 -0.99669 -4.77468
H -5.80951 -2.46428 -8.26438
H -7.24818 -3.76183 3.72292
C -0.95579 0.77906 1.06766
H 0.31217 0.22820 -0.68305
H 2.49342 4.08022 8.11423
H -0.87312 -5.66091 -8.96871
C 2.93605 1.39422 3.30866
H -1.09299 -1.03069 -4.60065
C 0.03241 4.80915 2.86871
C 0.85628 2.40849 2.17792
O -0.70139 -1.52601 -7.77419
H 0.19212 3.44979 5.34344
H -6.32681 -2.69228 1.64889
H 1.64006 -2.36816 -4.97729
C -2.00114 -0.10092 -9.22900
C 2.16117 3.47075 8.95812
H -1.34370 -1.52554 -0.36563
C 0.38187 1.05223 1.85654
H -1.51963 6.00137 4.00486
H 3.59153 -2.59229 6.31223
C -1.81860 3.78153 4.37593



# 2
114
Properties=species:S:1:pos:R:3 method="wB97M-V/def2-TZVPD" multiplicity=1 energy_ev=-83634.8332 e_homo_ev=-10.3 largest_force_ev_per_a=1.39 homo_lumo_gap_ev=6.22 charge=+1
H -4.14175 4.87680 -8.27832
H 1.09621 -2.81160 -3.63081
H 0.28961 0.76244 6.29863
O -2.09226 3.61113 -8.12235
H -5.82014 5.01403 -7.75764
H -4.36082 1.30829 -7.37552
C 1.68898 -0.92976 6.17677
S -1.54421 -0.88330 2.24402
H -2.81417 2.96952 -6.28890
H 0.88692 -1.07264 9.40071
H -0.70081 -2.50547 4.36582
H 1.60414 0.83570 -9.77054
H 5.38933 -0.01841 5.02703
C -0.89724 -0.63926 8.24048
H -6.49840 3.57600 -9.71279
H -4.30731 2.69393 -12.28402
H 4.18373 -3.42784 4.34638
H 0.80446 -0.75293 1.74382
C 1.26681 0.47857 6.66674
H 0.24329 -3.56569 -4.99209
C -5.14197 3.08775 -11.70773
H 0.84618 0.30715 0.04355
H -0.06702 0.65300 -9.19506
H 5.62819 -4.36246 6.78090
H 4.25803 -0.28189 6.32031
C 1.19588 -0.88678 3.73160
H -5.80257 2.25670 -11.43410
O -5.08499 3.16330 -7.56028
H 3.19254 -4.72645 7.35658
H 0.91703 1.99871 -8.59170
C 1.36564 0.63385 8.17251
H 5.32595 -5.20855 5.27582
C 2.82578 -0.56246 2.03831
P -0.60007 -1.17963 3.91433
H -4.75711 -0.98691 2.54004
H 4.84306 -0.42238 2.70418
H -6.27833 -0.35914 3.17799
H -3.44744 -0.97576 8.04646
H -0.84662 -0.20684 -3.86277
C -1.85988 0.50432 7.92567
O 0.20357 -1.54279 -5.00338
C -4.05770 2.23527 -7.86789
C 1.80932 0.70641 -0.28248
H 3.06095 -5.76151 5.95063
H 3.84141 0.01996 -5.66619
C -2.70013 2.61257 -7.31999
H -1.07940 -0.39211 4.96233
H 2.87781 -1.70728 -1.61522
H 0.87307 -1.64695 6.18272
H 5.68374 -2.09786 6.60947
C 0.93945 0.94911 -8.90739
H -5.69643 3.80125 -12.32777
C 4.87186 -4.57089 6.02884
C 4.60687 -0.68474 5.37754
H 4.13839 -6.20311 7.29095
P 3.23074 -0.30955 0.25419
H 2.48521 -1.25518 6.82787
C -3.25875 -0.02293 7.56251
C 3.00904 -1.93153 -0.55962
H 3.38391 -0.04978 -7.96946
H -0.73217 5.11390 -8.08920
H 2.14632 -2.50658 -0.23711
H 1.96640 1.18114 6.21307
H -0.69396 -2.84864 -3.66310
C 3.81911 -0.55248 3.01660
H 0.03140 0.37324 9.83448
H -4.00469 2.03806 -8.94019
C 2.77900 -0.01293 -5.91669
O 2.15354 0.84478 -4.96710
O -4.92765 -2.35552 4.69146
O 1.34262 0.12096 -7.83725
H -0.68113 -1.19850 7.33091
O -4.61174 3.71104 -10.55963
C -1.13153 4.35920 -7.41482
H 2.37496 0.36768 8.47831
H 6.06638 -2.18385 4.89955
H -2.87567 -1.17533 5.79171
H -2.05234 1.72315 -7.31968
N 1.55723 -0.74117 2.44140
C -5.11295 4.37934 -8.29558
H -1.59251 4.86323 -6.55700
C -3.38632 -0.25454 6.07732
C -5.62068 4.23297 -9.71150
H -0.30966 3.72058 -7.06592
C 5.25595 -2.07926 5.61524
C 2.62890 0.44934 -7.34679
C 0.19110 -0.40117 -4.16968
H 3.36887 -3.06172 5.88190
C 0.35905 -0.21997 8.98466
C 3.51325 -0.69645 4.37018
H 0.46905 1.68945 -4.29427
C 3.75442 -5.38337 6.69574
H -4.03350 0.67027 7.87490
C 2.15753 -0.84147 4.74337
H -1.95175 1.18688 8.76451
C 0.73654 0.81111 -4.88776
H 2.44205 -1.04492 -5.80340
H 0.27560 0.92435 -5.87053
H 2.79387 1.53245 -7.39319
H 1.77510 0.76371 -1.36380
H -1.53716 1.09659 7.06851
O -4.77301 -0.40802 5.73848
C -5.21159 -0.44178 3.35414
H 1.23598 1.68052 8.42883
C -4.95873 -1.17373 4.62948
H -4.81731 0.56913 3.41020
C 4.32335 -3.28253 5.41523
H -5.91860 5.22118 -10.08805
H 1.91054 1.69393 0.14977
H 0.79823 -0.58124 -3.27064
H -1.43634 -1.33277 8.88013
C 0.20967 -2.74785 -4.27602
H -2.99859 0.59620 5.51170
H 3.92200 -2.50199 -0.45462



# 3
129
Properties=species:S:1:pos:R:3 method="wB97M-V/def2-TZVPD" multiplicity=1 energy_ev=-170671.1027 e_homo_ev=-7.7 largest_force_ev_per_a=6.45 homo_lumo_gap_ev=7.22
H 2.89322 -0.22986 2.55582
H 9.44510 -2.64208 3.82071
C 4.98441 -2.30186 -6.66575
N -0.59604 10.62009 4.16345
H -4.02863 0.07258 1.52887
H -4.57612 -3.04106 -1.08402
O -3.41570 -5.41645 0.03416
O 7.31145 -5.76248 3.05558
H 8.09807 -3.56153 4.54781
H -2.03339 -0.20011 -1.73117
H 0.35324 11.09035 5.95553
H -8.76450 0.90664 -5.25197
Si 0.06024 -1.22198 -0.52271
C -4.90935 -2.35958 -0.21751
H 2.95183 7.27067 6.80933
H 4.55460 -3.05818 -7.32465
N 3.94931 -1.66811 -5.87367
C -8.13125 -1.30483 -6.34546
C 4.43548 -1.98838 2.71952
N 9.31863 -4.66422 3.27131
H -0.47758 7.45148 8.95069
H 1.43019 0.74507 4.13410
N -0.26163 -3.12496 -4.00685
H 11.09612 -5.72732 2.90383
C 2.57472 -2.09156 -6.04762
H 0.77471 5.69694 9.37904
H -6.92918 -1.80957 -1.23902
C 4.60173 -3.48841 0.49443
O 5.43354 -0.28813 -4.79214
C 1.84131 2.71926 6.63206
O 0.07598 -2.42241 -4.91779
H 3.43902 -0.27536 -4.43656
O -0.67055 -5.42617 0.01061
P -2.04284 -4.46387 -0.44054
O -0.53336 -1.84021 0.97862
C -6.37467 -6.13936 -10.01088
H 11.18417 -4.47846 4.16973
H -0.69398 7.74682 7.20810
H 8.02539 -3.09159 2.83595
N 2.38523 1.79640 5.65576
C 1.80257 1.75450 4.32950
H 1.54029 8.00424 5.99895
H 3.21551 -2.85496 -1.32363
C 1.75990 -0.36472 -0.09958
C -6.15104 -1.13636 -4.89087
H 2.19293 0.10565 -1.07667
C 2.84689 -1.38495 0.50162
C 10.76316 -4.72824 3.19218
H -8.20964 -4.34427 -10.22774
C 1.90779 7.12054 6.52225
H -0.56622 -6.08132 -0.73157
Br -2.43701 -3.49922 3.00761
C -1.11567 1.44109 -0.37117
O -0.57604 -2.38378 -2.91615
H 1.90713 -1.53286 -5.39189
N 1.12041 6.86758 7.71397
H -5.88796 -6.51447 -7.53963
H -5.45047 -0.75463 -1.79364
H -8.24545 -0.64702 -7.21108
H -0.64800 12.40150 5.27218
C 3.50352 -2.60351 -0.24391
H 4.76621 -1.70240 3.79720
H 0.41714 8.77215 8.15991
H -7.54805 -6.10696 -7.02366
H 1.84681 6.25093 5.86276
H 5.49434 -1.54098 -7.26257
C 8.69127 -3.41049 3.64197
H 0.78530 2.48387 6.79262
O -3.71183 -0.16661 0.62653
C 3.34606 -1.11861 1.99332
C -1.96687 10.84171 3.75143
H 0.98302 2.47032 4.24740
H 5.71211 -2.76795 -5.99617
H -7.65513 -2.23414 -6.66278
C 0.46955 -2.53044 -1.86470
H -7.06982 1.40786 -4.99580
H -0.46049 8.85594 3.09936
H 1.46821 -2.23770 -2.39115
C 0.11592 9.52668 3.75709
H 9.10649 -6.64705 2.73628
H 3.79580 1.07819 6.97984
O 3.93322 0.16778 5.17369
C 5.11214 -3.20408 1.97337
Si -2.03773 -2.68715 0.86518
C 4.30053 -0.68954 -4.98601
H -0.41388 0.51840 -2.27271
H -6.30293 -4.84068 -7.07658
H 1.53671 0.46119 0.67723
H -5.45490 -2.94646 0.63128
H -6.19307 -0.45405 -0.10504
O -8.59946 -3.88001 -8.29393
O -5.43512 -0.61879 -4.05071
H -3.09465 -6.27911 0.41549
H 5.08841 -4.37562 -0.07687
H 2.37290 2.64483 7.58177
C 3.42944 0.96539 5.94668
H 5.92560 -3.83812 2.49446
C 8.52908 -5.74826 3.00751
O 2.34091 5.00861 8.29211
C -7.81149 0.62924 -4.79860
C -8.00393 -4.50168 -9.15652
H -1.32041 3.51186 0.91993
O 1.26891 9.28163 4.06649
C -6.66634 -5.75013 -7.56238
C -1.06895 2.50648 0.40202
H 1.93561 3.73731 6.24848
C -1.00514 0.14038 -1.34669
N -7.03842 -5.44152 -8.92908
H 2.28013 -1.92277 -7.08697
H 11.11085 -4.00631 2.44845
H -6.55303 -7.21260 -9.90393
C -5.95287 -1.28256 -0.88189
H -5.88292 -2.09313 -5.36785
H -6.75208 -5.80877 -10.98058
N -7.33540 -0.62747 -5.34145
H 2.49911 -3.15671 -5.81354
B -3.59337 -1.60212 0.44615
C 0.04023 11.58883 5.03424
H 2.57422 1.99266 3.59210
H -5.30123 -5.93942 -9.95729
H -2.31561 10.03727 3.10081
H 0.92566 11.99097 4.53510
H -2.02690 11.79048 3.21176
H -9.11452 -1.53175 -5.92538
C 0.02519 7.75956 8.03163
H -7.93432 0.52800 -3.71697
H 0.51034 -3.62058 -1.48257
C 1.43459 5.79621 8.50163
H -2.60263 10.88490 4.63978